No. 1
This record from OMol25 describes C3H4FO2Pt as an isolated structure in a non-equilibrium geometry. The level of theory is wB97M-V/def2-TZVPD.

Cartesian coordinates (Å):
O -0.995855 0.659699 0.904725
Pt 0.769923 -1.100619 -0.460258
C -0.151085 -0.289474 1.058930
C -0.859983 1.730281 0.063563
H 0.169209 1.931201 -0.228493
H -1.722223 2.389370 0.088561
F 0.363377 -0.286724 2.255958
C 0.162382 0.449779 -2.812626
O 0.565147 -0.598998 -2.286262
H 0.770595 1.358075 -2.663128
H -0.443646 0.358578 -3.729479

Force components x, y, z for each atom (eV/Å):
0.009 -0.685 1.259
0.791 -1.527 2.149
1.045 2.346 1.359
0.001 0.062 -0.515
-0.440 0.254 0.025
0.245 -0.116 -0.170
-1.146 -1.057 -1.110
2.188 -0.220 -2.066
-1.408 0.630 -2.029
-0.824 0.252 0.580
-0.461 0.060 0.520

max |F|: 0.0587 Eh/bohr
calculated total energy: -13206.9407 eV
LUMO energy (alpha / beta): -0.40560 / -0.50630 Ha
2S+1: 4
charge: +2
HOMO-LUMO gap (alpha / beta): 7.1 / 8.1 eV


No. 2
This record from OMol25 describes C36H40BClN6O4S3Ti as an isolated structure in a non-equilibrium geometry. The level of theory is wB97M-V/def2-TZVPD.

Cartesian coordinates (Å):
Ti 0.939825 0.430738 -0.988004
C 4.870445 -0.226841 2.379642
C 3.981661 -0.609494 1.247807
C 4.305670 -1.460756 0.186260
C 3.177159 -1.578559 -0.584137
N 2.195020 -0.770847 -0.052936
N 2.715985 -0.221936 1.102473
B 1.872994 0.591911 2.143430
N 0.746659 -0.209642 2.792777
N -0.521657 -0.112780 2.327726
C -1.288771 -0.725353 3.213574
C -0.525529 -1.192399 4.297320
C 0.770624 -0.840755 4.001720
C 2.003243 -1.096764 4.805632
C -2.758403 -0.838155 3.066974
C -3.346397 -2.049436 2.709515
C -4.728662 -2.158970 2.619162
C -5.531873 -1.059819 2.892654
C -4.951488 0.150690 3.249946
C -3.570075 0.261535 3.337360
N 1.244011 1.826671 1.451640
N 0.441089 1.808647 0.317387
C -0.044273 3.092880 0.179147
C 0.454715 3.872194 1.192728
C 1.262797 3.048936 1.973673
C 2.000535 3.427250 3.210754
C -1.017554 3.619231 -0.809540
C -0.605079 4.344126 -1.925787
C -1.541948 4.923430 -2.765445
C -2.897349 4.815791 -2.479118
C -3.311378 4.153357 -1.333422
C -2.373989 3.561480 -0.498092
C 3.050120 -2.557978 -1.685081
C 2.286053 -3.706567 -1.480896
C 2.266065 -4.714689 -2.435046
C 2.996788 -4.575144 -3.606387
C 3.776216 -3.441303 -3.803726
C 3.821016 -2.444314 -2.838724
H 5.857549 -0.652423 2.215731
H 4.964250 0.855951 2.460558
H 4.487848 -0.603170 3.325407
H 5.234573 -1.988541 0.042731
H 2.629331 0.963591 2.980289
H -0.882550 -1.716894 5.169681
H 1.719689 -1.481065 5.782677
H 2.640300 -1.843737 4.326250
H 2.587787 -0.187784 4.955829
H -2.714749 -2.909871 2.514021
H -5.178798 -3.108034 2.353663
H -6.610542 -1.148319 2.844941
H -5.578911 1.003517 3.478589
H -3.110685 1.199579 3.628557
H 0.241638 4.916637 1.357344
H 1.852836 4.485983 3.404898
H 1.641022 2.860478 4.070454
H 3.068121 3.234036 3.104204
H 0.448597 4.487323 -2.119228
H -1.214492 5.483089 -3.632496
H -3.626937 5.279770 -3.130370
H -4.362612 4.117257 -1.075077
H -2.687809 3.078393 0.422018
H 1.771955 -3.835424 -0.533034
H 1.701160 -5.622197 -2.254763
H 2.985699 -5.362480 -4.349358
H 4.374323 -3.343172 -4.700571
H 4.458732 -1.581637 -2.978734
C -0.876218 -2.838981 -2.593255
C -1.807681 -2.253940 -1.542813
S -1.112048 -1.180785 -0.207519
C -2.505011 -0.009883 -0.094233
C -3.038257 0.554629 -1.406868
S -1.744173 1.031362 -2.595397
C -2.030851 -0.132447 -3.982242
C -0.751890 -0.743656 -4.528816
S 0.284711 -1.750563 -3.444929
H -1.449670 -3.319358 -3.391620
H -0.220004 -3.592972 -2.159761
H -2.222168 -3.097722 -0.991750
H -2.636456 -1.724838 -1.991351
H -2.103473 0.768535 0.552866
H -3.306394 -0.511160 0.449541
H -3.580279 1.469274 -1.179757
H -3.746477 -0.108817 -1.899761
H -2.478929 0.457371 -4.779565
H -2.751250 -0.891217 -3.694360
H -0.059735 0.026306 -4.879712
H -0.960626 -1.411086 -5.370163
O 3.079321 0.755874 -3.146662
Cl 2.579001 1.905316 -2.436098
O 1.046420 1.773563 -2.452258
O 2.790732 1.690755 -0.970224
O 0.739818 -0.782808 -2.340426

Force components x, y, z for each atom (eV/Å):
-1.280 -0.670 0.481
-0.007 0.045 -0.056
0.047 0.000 -0.018
-0.026 -0.064 0.029
0.202 0.077 0.118
0.125 -0.561 0.449
0.150 0.106 -0.056
-0.379 -0.272 0.111
0.393 0.153 0.293
-0.186 -0.026 -0.254
-0.080 -0.055 0.286
0.039 -0.168 -0.061
-0.091 -0.116 -0.036
-0.026 0.061 -0.152
0.026 0.099 -0.012
0.024 -0.007 0.008
0.031 -0.026 -0.028
-0.046 0.032 -0.026
0.004 0.025 -0.019
-0.009 -0.022 -0.100
0.068 0.126 -0.187
-0.407 1.026 0.801
0.054 -0.035 0.206
-0.027 0.089 -0.065
-0.049 0.034 0.057
0.012 -0.063 -0.011
0.000 -0.134 -0.043
0.011 -0.039 0.035
-0.020 0.017 -0.005
0.001 0.007 -0.018
-0.005 0.001 0.014
0.021 -0.055 0.031
-0.185 0.105 -0.089
-0.023 0.035 0.147
-0.090 -0.016 -0.008
0.044 0.051 -0.063
0.022 -0.025 0.014
-0.061 0.057 -0.073
-0.003 0.015 -0.003
-0.014 -0.024 -0.009
-0.042 -0.004 0.056
-0.040 0.018 0.017
0.111 0.021 -0.134
0.042 0.059 -0.030
0.015 -0.005 -0.008
0.019 0.022 0.016
0.005 -0.010 -0.001
-0.025 0.020 0.041
0.008 0.035 0.019
0.053 -0.006 -0.012
0.026 -0.024 -0.004
-0.025 -0.031 0.021
0.013 -0.072 -0.019
0.004 0.016 0.007
-0.003 0.010 -0.024
-0.025 0.018 0.010
0.061 -0.081 -0.040
-0.007 -0.016 0.031
0.018 -0.003 0.020
0.017 0.000 -0.012
-0.011 0.016 -0.030
-0.063 0.013 -0.061
0.025 0.036 0.015
0.010 0.022 0.019
-0.015 -0.011 0.019
-0.039 0.044 -0.011
0.138 0.025 0.065
0.137 0.250 0.187
-0.043 0.224 -0.016
0.020 -0.124 0.061
0.146 0.017 -0.084
-0.233 0.118 0.248
0.162 0.151 0.176
0.083 0.005 0.101
-0.345 -0.103 -0.067
0.023 -0.022 0.005
0.007 -0.004 -0.042
-0.045 -0.053 -0.047
0.011 -0.071 -0.003
-0.013 -0.015 0.032
-0.024 0.022 0.060
-0.081 -0.049 0.014
0.008 -0.022 -0.010
-0.015 -0.062 -0.106
-0.032 -0.009 -0.054
0.029 -0.047 -0.048
0.028 0.026 -0.031
0.141 0.302 -0.106
1.089 0.471 -0.768
-0.099 0.264 -0.364
-0.078 -0.352 -0.019
0.588 -0.811 -0.781

max |F|: 0.0296 Eh/bohr
calculated total energy: -123916.2665 eV
LUMO energy: -0.25036 Ha
charge: +2
HOMO-LUMO gap: 6.4 eV
energy relative to the best compared isomer or geometry (same formula, charge and spin): 0.0 kJ/mol